Entry 1:
This record from the OMol25 dataset describes a single C4H7NO molecule at a distorted geometry. The level of theory is the ωB97M-V functional and the def2-TZVPD basis.

```
! RIJCOSX wB97M-V def2-TZVPD def2/J DEFGRID3
* xyz 0 1
H -1.215 -1.532 -0.159
H 0.106 1.853 -1.018
H 1.097 -1.082 -1.172
C 0.604 -0.249 -0.678
H -0.252 -0.918 1.896
O -1.366 0.431 0.600
C -1.115 -0.758 1.273
H 0.992 0.990 0.909
C -0.803 -0.520 -0.266
H -2.055 -1.251 1.568
C 0.915 1.132 -1.118
H 1.594 1.302 -1.949
N 1.496 0.602 0.114
*
```

Values from the calculation:
DFT total energy ... -286.4421 Ha
SMILES ... C1N[C@H]1[C@H]1CO1
Molecular weight ... 85.11 g mol⁻¹

Entry 2:
This record from the OMol25 dataset describes 5 unconnected molecules or ions with the total composition C25H22Cl2F4 at a distorted geometry. The level of theory is the ωB97M-V functional and the def2-TZVPD basis.

```
! RIJCOSX wB97M-V def2-TZVPD def2/J DEFGRID3
* xyz 0 1
C 11.464 6.866 5.957
C 20.287 2.056 5.970
H 19.507 1.722 4.041
F 12.651 3.659 7.210
C 14.537 6.683 2.267
C 12.328 2.421 4.005
H 17.194 2.197 4.777
H 12.946 -0.115 1.152
C 14.594 7.576 3.328
C 15.070 5.395 2.450
H 10.680 0.889 1.481
C 12.180 5.697 6.141
H 14.176 6.888 1.270
H 16.755 3.004 7.137
C 17.748 2.722 6.814
H 12.620 2.697 -0.844
H 14.190 8.568 3.155
C 13.338 3.337 -0.348
Cl 15.008 2.760 -0.488
C 13.680 0.727 2.951
C 15.136 7.200 4.547
C 18.815 2.756 7.721
H 11.696 7.547 5.152
H 13.155 3.426 0.716
Cl 13.142 4.947 -1.091
C 17.985 2.316 5.509
H 13.033 5.671 5.467
C 15.522 5.893 4.763
H 14.939 4.702 1.631
F 15.293 8.097 5.525
H 20.915 2.260 7.956
C 10.110 6.183 7.824
C 15.462 4.986 3.720
H 9.327 6.368 8.546
C 19.260 2.027 5.049
H 18.661 2.964 8.771
H 10.446 4.332 8.725
H 9.785 7.987 6.677
C 20.057 2.373 7.301
H 14.669 0.316 2.779
C 10.385 7.093 6.801
C 10.819 4.993 7.954
H 15.873 5.635 5.755
C 12.698 0.508 2.000
F 14.481 1.977 4.796
C 11.279 2.103 3.143
C 13.503 1.705 3.931
H 10.358 2.664 3.195
H 15.697 3.945 3.900
H 12.280 3.202 4.755
F 21.519 1.655 5.614
C 11.488 1.152 2.159
C 11.874 4.738 7.077
*
```

Values from the calculation:
DFT total energy ... -2285.6605 Ha
SMILES ... Fc1ccccc1.Fc1ccccc1.Fc1ccccc1.Fc1ccccc1.ClCCl
Molecular weight ... 469.35 g mol⁻¹

Entry 3:
This record from the OMol25 dataset describes a molecular structure, C4H2HgO at a distorted geometry. The level of theory is the ωB97M-V functional and the def2-TZVPD basis.

```
! RIJCOSX wB97M-V def2-TZVPD def2/J DEFGRID3
* xyz 0 3
C -0.028 0.366 -0.358
C 0.178 2.092 1.922
Hg -0.309 -1.970 -2.349
H 0.021 1.093 -1.193
C 0.431 0.825 2.279
C 0.039 0.912 0.919
O -0.135 -0.882 -0.629
H 0.121 3.161 2.096
*
```

Values from the calculation:
DFT total energy ... -381.9989 Ha
Molecular weight ... 266.65 g mol⁻¹
⟨S²⟩ ... 2.02

Entry 4:
This record from the OMol25 dataset describes a single C2H3NO2S molecule at a distorted geometry. The level of theory is the ωB97M-V functional and the def2-TZVPD basis.

```
! RIJCOSX wB97M-V def2-TZVPD def2/J DEFGRID3
* xyz 0 1
H 0.867 -0.484 2.125
O 0.666 -0.051 -1.473
S -1.735 0.257 1.668
N 0.740 -0.327 1.152
H 0.443 0.147 -2.396
O -1.479 0.673 -1.378
C -0.478 -0.006 0.663
H 1.467 -0.475 0.479
C -0.490 0.266 -0.840
*
```

Values from the calculation:
DFT total energy ... -681.4459 Ha
SMILES ... NC(=S)C(=O)O
Molecular weight ... 105.12 g mol⁻¹

Entry 5:
This record from the OMol25 dataset describes 2 unconnected molecules or ions with the total composition C4H9NO at a distorted geometry. The level of theory is the ωB97M-V functional and the def2-TZVPD basis.

```
! RIJCOSX wB97M-V def2-TZVPD def2/J DEFGRID3
* xyz 0 1
H -3.491 -2.680 1.042
H -2.041 -1.647 1.669
H 3.089 1.186 0.868
C -2.090 -2.093 -0.361
H -0.355 -1.570 0.145
N 1.321 2.103 0.067
H 1.462 3.163 -1.684
C 1.931 2.523 -0.944
C -2.590 -2.124 0.861
H -2.555 -2.430 -1.271
O -0.882 -1.481 -0.662
H 1.734 0.197 0.594
H 2.973 2.289 -1.173
C 2.002 1.194 0.949
H 1.642 1.332 1.955
*
```

Values from the calculation:
DFT total energy ... -287.7262 Ha
SMILES ... C=CO.C=NC
Molecular weight ... 87.12 g mol⁻¹

Entry 6:
This record from the OMol25 dataset describes a molecular structure, C7H13AlClO2S at a distorted geometry. The level of theory is the ωB97M-V functional and the def2-TZVPD basis.

```
! RIJCOSX wB97M-V def2-TZVPD def2/J DEFGRID3
* xyz -1 1
O -1.772 1.556 1.768
H -2.332 -1.423 2.014
H 4.754 -1.977 0.987
H -0.203 -0.969 0.797
O -3.514 1.420 0.057
H 0.684 -0.512 -2.707
S -2.894 0.794 1.230
H 2.797 1.756 1.173
C -2.473 -0.978 0.974
Al 1.249 1.369 -0.956
H 1.482 2.261 -2.283
C -0.998 -0.537 -1.233
H -3.361 -1.513 0.527
C -1.118 -1.239 0.187
H -1.397 0.527 -1.201
H 0.120 2.038 -0.020
H -1.575 -1.068 -2.047
C 2.991 1.339 0.133
C 0.589 -0.467 -1.572
H 1.082 -1.349 -1.065
C 3.460 -0.157 0.310
H -1.061 -2.361 -0.006
H 3.814 1.913 -0.386
Cl -4.392 0.764 2.721
C 4.067 -1.184 0.598
*
```

Values from the calculation:
DFT total energy ... -1525.7250 Ha
Molecular weight ... 223.68 g mol⁻¹

Entry 7:
This record from the OMol25 dataset describes a gas-phase ion, C3H7N2O2 (charge -1) at a distorted geometry. The level of theory is the ωB97M-V functional and the def2-TZVPD basis.

```
! RIJCOSX wB97M-V def2-TZVPD def2/J DEFGRID3
* xyz -1 3
C 0.614 -0.747 -0.759
O -0.791 -1.050 -2.589
H 0.264 -1.397 1.407
H 0.287 1.816 0.015
H 1.206 -1.723 -0.944
C -0.269 -0.944 0.483
H -0.277 2.315 1.630
O -1.687 0.671 -0.144
H -1.032 -1.633 0.080
C 0.087 1.406 0.975
H 1.012 1.198 1.413
N -0.830 0.322 0.823
H 1.507 -0.023 -0.542
N -0.091 -0.213 -1.846
*
```

Values from the calculation:
DFT total energy ... -378.2994 Ha
Molecular weight ... 103.10 g mol⁻¹
⟨S²⟩ ... 2.01

Entry 8:
This record from the OMol25 dataset describes 3 unconnected molecules or ions with the total composition C5H7NO at a distorted geometry. The level of theory is the ωB97M-V functional and the def2-TZVPD basis.

```
! RIJCOSX wB97M-V def2-TZVPD def2/J DEFGRID3
* xyz 0 1
H 1.322 -0.275 1.436
H -3.001 -1.505 0.937
H -0.592 1.948 0.527
C 1.290 1.105 -0.399
H 1.698 1.081 -1.398
C -1.259 0.392 -1.738
C 1.157 0.549 0.761
C 0.499 1.890 0.609
O -2.245 0.240 -1.061
N -2.070 -1.564 1.295
C -0.948 -1.546 1.628
H -0.610 -0.451 -2.041
H -0.947 1.392 -2.100
H 0.945 2.765 1.090
*
```

Values from the calculation:
DFT total energy ... -324.5329 Ha
Molecular weight ... 97.12 g mol⁻¹